(P)
{"formula": "C4H7N3O3", "method": "the ωB97M-V functional and the def2-TZVPD basis", "species": ["C", "N", "C", "O", "N", "N", "O", "C", "C", "O", "H", "H", "H", "H", "H", "H", "H"], "coordinates": [[-2.58, 1.19, -0.42], [-1.29, 0.56, -0.53], [-0.70, -0.01, 0.58], [-1.15, -0.16, 1.65], [0.79, -0.45, 0.36], [1.35, -1.64, 0.61], [0.56, -2.53, 0.87], [1.69, 0.52, -0.05], [3.10, 0.01, -0.42], [1.35, 1.64, -0.15], [-2.66, 1.96, 0.40], [-3.02, 1.67, -1.36], [-3.39, 0.45, -0.28], [-0.58, 0.85, -1.18], [3.49, 0.63, -1.18], [3.09, -0.98, -0.87], [3.89, -0.04, 0.47]], "nbo_charge": [-0.436, -0.621, 0.815, -0.529, -0.380, 0.265, -0.320, 0.694, -0.725, -0.562, 0.213, 0.226, 0.217, 0.414, 0.234, 0.240, 0.255], "smiles": "CNC(=O)N(N=O)C(C)=O"}

***

(Q)
{"formula": "C4H7N3O3", "method": "the ωB97M-V functional and the def2-TZVPD basis", "species": ["N", "C", "C", "N", "C", "O", "C", "O", "N", "H", "H", "H", "H", "H", "O", "H", "H"], "coordinates": [[6.36, -3.02, 5.80], [4.99, -3.06, 5.63], [4.08, -4.09, 5.54], [2.84, -3.60, 5.16], [3.01, -2.32, 5.04], [1.84, -1.37, 5.58], [1.28, -0.53, 4.75], [1.57, -0.45, 3.56], [4.26, -1.92, 5.41], [6.68, -2.32, 6.47], [6.76, -3.92, 6.02], [4.27, -5.16, 5.67], [0.35, -0.10, 5.15], [4.61, -0.97, 5.41], [3.31, -2.13, 2.60], [2.55, -1.35, 2.78], [4.10, -1.64, 2.36]], "nbo_charge": [-0.809, 0.283, -0.153, -0.442, 0.632, -0.490, 0.673, -0.627, -0.575, 0.375, 0.391, 0.212, 0.151, 0.421, -0.994, 0.500, 0.455], "smiles": "Nc1cnc(OC=O)[nH]1.O"}

***

Relative to the most stable structure, the computed energies are (P) 71.2; (Q) 0.0, all in kJ/mol.

***

(P)
{"formula": "C5H8N2", "method": "the ωB97M-V functional and the def2-TZVPD basis", "species": ["C", "C", "N", "C", "N", "C", "C", "H", "H", "H", "H", "H", "H", "H", "H"], "coordinates": [[1.41, 1.91, 2.75], [1.29, 1.03, 1.70], [0.97, 0.39, 0.79], [0.76, -0.68, -0.24], [-0.37, -0.59, -1.01], [-1.19, -1.00, -1.73], [-2.29, -1.26, -2.58], [0.88, 2.98, 2.80], [1.21, 1.21, 3.62], [2.52, 2.03, 2.77], [0.98, -1.73, 0.27], [1.68, -0.52, -0.92], [-2.92, -1.76, -1.92], [-2.73, -0.23, -2.66], [-2.19, -1.76, -3.64]], "nbo_charge": [-0.810, 0.736, -0.274, -0.103, -0.295, 0.797, -0.782, 0.385, 0.338, 0.334, 0.326, 0.310, 0.314, 0.345, 0.378], "smiles": "CC#[N+]C[N+]#CC", "total_charge": 2}

***

(Q)
{"formula": "C5H8N2", "method": "the ωB97M-V functional and the def2-TZVPD basis", "species": ["C", "N", "C", "N", "C", "C", "C", "H", "H", "H", "H", "H", "H", "H", "H"], "coordinates": [[0.88, -1.86, -0.11], [0.08, -0.83, -0.01], [-1.29, -1.05, 0.07], [-2.03, 0.11, -0.06], [-1.28, 1.22, -0.11], [0.45, 0.51, -0.25], [1.60, 1.29, 0.05], [1.88, -1.81, -0.23], [0.55, -2.83, -0.08], [-1.82, -2.02, 0.31], [-3.08, 0.24, -0.08], [-1.61, 2.28, 0.02], [2.62, 0.70, 0.10], [1.33, 1.88, 0.99], [1.71, 2.17, -0.61]], "nbo_charge": [0.232, -0.376, 0.291, -0.465, 0.182, 0.341, -0.779, 0.240, 0.242, 0.309, 0.520, 0.304, 0.307, 0.321, 0.332], "smiles": "C=[N+]1C=[NH+]C=C1C", "total_charge": 2}

***

Relative to the most stable structure, the computed energies are (P) 0.0; (Q) 290.9, all in kJ/mol.

***

(P)
{"formula": "C3H10NO3S", "method": "the ωB97M-V functional and the def2-TZVPD basis", "species": ["O", "C", "N", "C", "C", "S", "H", "H", "H", "H", "H", "H", "H", "H", "O", "H", "H", "O"], "coordinates": [[3.14, 0.68, -0.01], [2.15, 0.05, -0.14], [0.95, 0.62, -0.08], [-0.22, -0.17, -0.45], [-0.53, 0.16, -2.01], [-1.53, 1.66, -1.86], [2.28, -1.02, -0.06], [0.92, 1.67, -0.14], [-1.11, 0.05, 0.21], [0.13, -1.21, -0.46], [-1.18, -0.70, -2.45], [0.33, 0.32, -2.59], [-0.32, -1.69, 1.54], [-1.54, -2.54, 1.18], [-0.76, -2.41, 1.84], [-0.29, 1.16, 2.11], [-1.23, 2.11, 1.40], [-1.19, 1.27, 1.97]], "nbo_charge": [-0.641, 0.517, -0.646, -0.276, -0.529, -0.718, 0.104, 0.422, 0.254, 0.163, 0.165, 0.181, 0.469, 0.473, -0.940, 0.462, 0.487, -0.947], "total_charge": -1}

***

(Q)
{"formula": "C3H10NO3S", "method": "the ωB97M-V functional and the def2-TZVPD basis", "species": ["O", "C", "C", "C", "S", "N", "H", "H", "H", "H", "H", "H", "H", "H", "O", "H", "H", "O"], "coordinates": [[-0.43, -0.33, -0.79], [0.63, -0.76, -0.41], [0.73, -1.93, 0.51], [0.32, -1.39, 1.95], [1.10, 0.40, 1.90], [-0.41, -2.91, 0.05], [1.49, -0.61, -1.08], [1.76, -2.40, 0.45], [-0.82, -1.31, 2.10], [0.56, -1.96, 2.78], [-1.16, -2.46, -0.27], [-0.65, -3.39, 0.85], [-2.52, 3.09, -2.09], [-3.55, 2.46, -1.43], [-3.49, 3.21, -2.10], [0.77, 1.41, -1.78], [1.95, 2.35, -2.04], [1.10, 2.28, -2.19]], "nbo_charge": [-0.649, 0.425, -0.165, -0.485, -0.619, -0.847, 0.097, 0.198, 0.183, 0.180, 0.353, 0.335, 0.473, 0.466, -0.939, 0.502, 0.452, -0.959], "total_charge": -1}

***

Relative to the most stable structure, the computed energies are (P) 0.0; (Q) 110.7, all in kJ/mol.

***

(P)
{"formula": "C6H9NS", "method": "the ωB97M-V functional and the def2-TZVPD basis", "species": ["C", "C", "C", "C", "C", "C", "H", "H", "H", "H", "H", "H", "H", "H", "H", "N", "S"], "coordinates": [[-1.12, 1.67, 0.01], [-0.87, 0.20, 0.27], [-0.57, -0.65, -1.00], [0.79, -1.19, -0.61], [0.43, -0.08, 1.04], [1.51, 0.01, 0.00], [-1.25, 2.23, 0.98], [-0.28, 2.13, -0.51], [-2.01, 1.80, -0.58], [-1.70, -0.24, 0.82], [-0.54, -0.06, -1.93], [-1.26, -1.45, -1.14], [1.30, -1.89, -1.27], [1.48, -1.88, 1.23], [0.57, 0.31, 2.01], [0.56, -1.58, 0.82], [2.97, 0.68, -0.13]], "nbo_charge": [-0.608, -0.213, -0.403, -0.142, -0.148, -0.070, 0.212, 0.213, 0.216, 0.218, 0.214, 0.222, 0.222, 0.366, 0.221, -0.549, 0.030]}

***

(Q)
{"formula": "C6H9NS", "method": "the ωB97M-V functional and the def2-TZVPD basis", "species": ["S", "N", "C", "C", "C", "C", "C", "C", "H", "H", "H", "H", "H", "H", "H", "H", "H"], "coordinates": [[0.85, 2.90, 1.45], [1.47, 1.23, 1.41], [0.57, 0.52, 0.73], [-0.60, 0.98, -0.21], [-1.08, -0.41, -0.62], [-1.09, -1.58, -1.55], [0.14, -1.16, -0.81], [0.81, -1.00, 0.61], [1.67, 3.52, 2.44], [-0.14, 1.56, -1.01], [-1.29, 1.63, 0.42], [-1.79, -0.67, 0.17], [-1.12, -1.52, -2.62], [-1.54, -2.52, -1.18], [0.84, -0.60, -1.37], [0.46, -1.58, 1.46], [1.83, -1.32, 0.70]], "nbo_charge": [0.071, -0.513, 0.291, -0.474, -0.270, -0.346, -0.250, -0.450, 0.141, 0.237, 0.246, 0.205, 0.221, 0.227, 0.197, 0.232, 0.235], "smiles": "SN=C1C[C@H]2C[C@@H]2C1"}

***

Relative to the most stable structure, the computed energies are (P) 0.0; (Q) 293.9, all in kJ/mol.